[1]
Formula: C5H4N2O4
Source: the OMol25 dataset
Level of theory: ωB97M-V/def2-TZVPD

Results
- Total charge: 0
- Strongest force on any atom: 0.1977 Eh/bohr
- Highest occupied orbital energy: -9.728 eV
- Energy relative to the best compared isomer or geometry (same formula, charge and spin): 180.3 kcal/mol
- 2S+1: 1

Last column: Löwdin charge in e.
Cartesian coordinates (Å):
C: -0.910 -0.756 -2.109  -0.11
C: -0.384 -0.627 -0.682  -0.20
C: -0.701 -1.161 0.504  -0.05
C: 0.029 -0.527 1.437  -0.04
C: 0.750 0.310 0.806  -0.24
H: -3.858 -1.632 -1.962  0.23
H: -0.080 -0.601 -2.830  0.14
H: -1.419 -2.056 0.700  0.17
H: 0.102 -1.003 2.686  0.24
N: -2.027 -1.056 -2.472  0.00
N: 1.782 1.321 1.327  -0.30
O: -2.912 -1.308 -1.361  -0.14
O: 0.493 0.388 -0.486  0.14
O: 2.248 2.128 0.528  0.09
O: 1.955 1.292 2.530  0.08

[2]
Formula: C15H50N2O10
Source: the OMol25 dataset
Level of theory: ωB97M-V/def2-TZVPD

Results
- Total charge: 0
- Strongest force on any atom: 0.1590 Eh/bohr
- Highest occupied orbital energy: -8.839 eV
- Energy relative to the best compared isomer or geometry (same formula, charge and spin): 40.3 kcal/mol
- 2S+1: 1

Last column: Löwdin charge in e.
Cartesian coordinates (Å):
C: 1.302 3.528 -0.361  -0.09
C: 1.142 4.903 0.127  -0.30
O: 0.056 4.891 1.055  -0.09
H: 1.728 2.813 0.401  0.09
H: 1.928 3.446 -1.277  0.09
H: 0.363 3.206 -0.601  0.01
H: 0.884 5.570 -0.646  0.10
H: 1.975 5.227 0.744  0.12
H: 0.359 4.342 1.771  0.03
C: -2.301 -4.253 1.287  -0.08
C: -1.604 -3.011 1.749  -0.39
O: -1.723 -2.988 3.100  -0.07
H: -3.358 -4.150 1.432  0.07
H: -1.810 -5.138 1.725  0.09
H: -2.183 -4.407 0.238  0.06
H: -1.888 -2.079 1.293  0.09
H: -0.561 -3.270 1.523  0.08
H: -1.136 -3.724 3.448  0.13
C: 4.041 -1.913 -1.814  -0.10
C: 3.581 -0.543 -2.214  -0.30
O: 3.644 0.317 -1.093  -0.09
H: 4.199 -2.554 -2.685  0.08
H: 3.291 -2.507 -1.262  0.03
H: 4.986 -1.956 -1.176  0.11
H: 2.521 -0.604 -2.450  0.10
H: 4.136 -0.228 -3.065  0.11
H: 4.183 1.062 -1.390  0.11
C: 1.595 -4.732 -0.549  -0.10
C: 2.821 -5.152 0.158  -0.27
O: 3.494 -3.960 0.676  -0.13
H: 1.760 -4.439 -1.597  0.09
H: 0.974 -4.033 0.012  0.06
H: 0.895 -5.543 -0.743  0.08
H: 3.508 -5.335 -0.655  0.10
H: 2.800 -6.077 0.816  0.14
H: 4.435 -4.192 0.712  0.10
C: -0.930 0.756 -1.762  -0.06
C: -0.215 -0.150 -0.664  -0.31
O: 0.459 -1.223 -1.224  -0.08
H: -0.144 1.214 -2.421  0.08
H: -1.437 1.589 -1.259  0.04
H: -1.746 0.285 -2.344  0.07
H: -0.973 -0.559 0.074  0.09
H: 0.528 0.508 -0.213  0.09
H: 1.197 -1.359 -0.646  0.01
C: 1.871 -0.663 1.811  -0.54
O: 1.843 0.759 1.988  -0.13
N: 2.523 -1.265 0.860  0.16
N: 1.193 -1.516 2.492  0.19
H: 3.102 -0.760 0.167  0.08
H: 2.754 -2.273 0.933  0.09
H: 0.477 -1.175 3.085  0.11
H: 1.411 -2.522 2.595  0.14
C: -1.591 4.467 -2.545  -0.12
O: -1.595 5.160 -1.259  -0.13
H: -0.521 4.166 -2.679  0.08
H: -1.931 5.203 -3.300  0.08
H: -2.331 3.678 -2.587  0.04
H: -1.134 4.675 -0.613  -0.02
C: -3.864 -0.594 -0.453  -0.14
O: -3.531 0.404 0.511  -0.15
H: -2.976 -1.152 -0.800  0.06
H: -4.441 -0.212 -1.327  0.11
H: -4.365 -1.369 0.095  0.07
H: -3.244 -0.096 1.322  0.11
C: -4.504 3.355 -0.660  -0.23
O: -5.054 2.807 0.466  -0.12
H: -3.416 3.403 -0.471  0.06
H: -4.905 4.391 -0.850  0.11
H: -4.378 2.815 -1.586  0.06
H: -4.606 1.910 0.496  0.06
C: -0.975 2.155 2.248  -0.12
O: 0.222 2.743 2.763  -0.14
H: -0.855 1.140 2.569  0.06
H: -0.988 2.232 1.163  0.06
H: -1.925 2.441 2.587  0.07
H: 0.950 2.110 2.726  0.02

[3]
Formula: C4H11N2O3
Source: the OMol25 dataset
Level of theory: ωB97M-V/def2-TZVPD

Results
- Total charge: -1
- Strongest force on any atom: 0.0488 Eh/bohr
- Highest occupied orbital energy: -3.082 eV
- Energy relative to the best compared isomer or geometry (same formula, charge and spin): 86.6 kcal/mol
- 2S+1: 1

Last column: Löwdin charge in e.
Cartesian coordinates (Å):
N: -3.162 -3.136 2.112  0.02
O: -2.422 -3.067 0.927  -0.12
C: -2.427 -1.742 0.463  -0.60
N: -1.278 -1.038 0.778  0.12
O: -3.368 -1.367 -0.130  0.13
H: -4.055 -2.681 1.981  0.07
H: -2.633 -2.709 2.861  0.07
H: -1.488 -0.250 1.370  0.09
H: -0.768 -0.699 -0.050  0.06
C: 2.132 0.837 -2.000  -0.12
C: 1.310 1.438 -0.840  -0.70
C: 2.264 2.272 0.041  -0.12
O: 0.742 0.451 -0.103  -0.32
H: 2.912 0.172 -1.620  0.06
H: 1.487 0.261 -2.667  0.05
H: 2.621 1.620 -2.603  0.05
H: 0.618 2.178 -1.316  0.10
H: 3.046 1.642 0.471  0.06
H: 1.714 2.744 0.859  0.05
H: 2.755 3.074 -0.536  0.05

[4]
Formula: C3H7NS2
Source: the OMol25 dataset
Level of theory: ωB97M-V/def2-TZVPD

Results
- Total charge: 0
- Strongest force on any atom: 0.0736 Eh/bohr
- Highest occupied orbital energy: -8.520 eV
- Energy relative to the best compared isomer or geometry (same formula, charge and spin): 25.2 kcal/mol
- 2S+1: 1

Last column: Löwdin charge in e.
Cartesian coordinates (Å):
C: -1.111 -0.606 0.291  -0.52
C: -0.210 0.479 -0.349  -0.28
C: 2.114 -0.359 -0.221  -0.85
H: -3.167 0.794 0.710  -0.13
H: -0.837 -0.718 1.343  0.08
H: -0.820 -1.454 -0.263  0.04
H: -0.685 1.496 -0.210  0.11
H: -0.286 0.282 -1.499  0.14
H: 1.413 1.376 0.674  0.15
H: 1.622 -1.273 -0.417  0.05
N: 1.198 0.513 0.132  -0.08
S: -2.918 -0.260 -0.148  0.66
S: 3.688 -0.270 -0.045  0.63

[5]
Formula: C11H16F6N4O5PSr
Source: the OMol25 dataset
Level of theory: ωB97M-V/def2-TZVPD

Results
- Total charge: 0
- Strongest force on any atom: 0.0072 Eh/bohr
- Highest occupied orbital energy (alpha / beta): -7.968 / -8.229 eV
- Energy relative to the best compared isomer or geometry (same formula, charge and spin): 7.7 kcal/mol
- 2S+1: 2

Last column: Löwdin charge in e.
Cartesian coordinates (Å):
Sr: 0.386 -0.372 -0.246  1.67
N: 2.125 -4.784 -0.719  0.07
C: 1.156 -5.321 0.044  -0.09
C: -0.157 -3.801 0.799  -0.51
O: -0.869 -4.385 1.525  0.17
O: 0.234 -2.812 0.249  -0.04
H: 1.899 -4.454 -1.644  0.11
H: 2.877 -4.269 -0.286  0.09
H: 1.442 -5.678 1.024  0.10
H: 0.368 -5.853 -0.471  0.10
O: 0.059 0.888 1.776  -0.31
N: -1.088 1.097 2.289  -0.04
N: -2.029 0.462 1.705  -0.25
O: -1.835 -0.348 0.693  -0.27
C: -3.365 0.626 2.202  -0.18
C: -3.740 1.793 2.850  -0.02
C: -5.036 1.903 3.330  -0.08
C: -5.942 0.864 3.156  -0.09
C: -5.550 -0.291 2.494  -0.08
C: -4.256 -0.416 2.010  -0.01
H: -3.025 2.592 2.974  0.11
H: -5.341 2.809 3.837  0.10
H: -6.953 0.959 3.531  0.10
H: -6.253 -1.100 2.354  0.10
H: -3.926 -1.300 1.486  0.11
C: 1.737 2.908 -3.495  -0.02
N: 1.878 3.182 -2.075  -0.17
C: 3.046 3.932 -1.654  -0.03
C: 1.113 2.562 -1.187  -0.33
O: 0.199 1.776 -1.468  -0.14
H: 1.740 3.847 -4.047  0.09
H: 0.800 2.387 -3.661  0.09
H: 2.563 2.282 -3.835  0.09
H: 3.093 4.876 -2.199  0.09
H: 3.954 3.359 -1.849  0.10
H: 2.983 4.143 -0.589  0.09
H: 1.355 2.795 -0.141  0.15
F: 2.892 -0.207 -0.227  -0.27
P: 3.535 -0.989 -1.562  0.17
F: 3.409 -2.373 -0.736  -0.16
F: 1.949 -1.199 -2.051  -0.27
F: 4.997 -0.749 -1.003  -0.10
F: 4.036 -1.761 -2.853  -0.11
F: 3.538 0.418 -2.330  -0.13